Below is 2 unconnected molecules or ions with the total composition C12H13BClF8N2O5, with properties calculated with ωB97M-V with the def2-TZVPD basis set.

For the HOMO energy, the calculation gives -13.5127 eV. The calculation puts the gap between HOMO and LUMO at 0.28130 Ha.

The geometry in ORCA input format:
```
! wB97M-V def2-TZVPD RIJCOSX def2/J DEFGRID3
* xyz 1 1
C 3.01 3.78 -2.54
C -0.16 4.42 -0.75
O -1.56 -0.43 -1.36
C -2.41 -2.08 1.65
C 0.86 2.42 -2.43
H -0.39 -1.28 1.73
H -1.10 -3.50 0.58
H -2.75 -3.43 0.05
C -1.18 3.21 -0.98
F -0.43 -4.43 2.48
C -1.61 -5.06 2.65
H 1.40 1.66 -3.16
H 4.74 4.38 -1.18
F -3.50 -2.20 2.45
H -2.07 1.30 -4.22
F -1.57 -0.32 3.00
C -1.22 -1.49 2.41
H 3.19 4.88 -2.95
F -1.38 -6.37 2.34
F -2.77 -1.19 0.67
O -2.16 0.47 -3.64
H -0.58 5.31 -0.06
H 3.20 2.96 -3.37
H -3.03 -5.59 4.21
C 4.90 2.09 -1.49
C -2.15 -4.96 4.08
H -1.91 -0.05 -0.50
C -2.13 -3.42 0.95
O -2.54 -4.60 1.67
F -0.78 -2.30 3.39
F -1.21 -5.33 4.99
C -0.63 2.04 -1.96
C 4.00 3.45 -1.27
N 1.57 3.63 -2.01
B -1.48 0.69 -2.34
H 6.03 0.83 -2.62
N 1.19 4.66 -1.24
O 5.31 1.53 -2.78
F -2.51 -3.69 4.39
H 3.33 3.38 -0.28
O 5.30 1.42 -0.37
Cl -2.86 3.21 -0.18
*
```

Results of the natural (NBO) charge analysis, in e, for atoms 1 through 8: -0.243 0.002 -0.889 0.598 0.059 0.139 0.215 0.236

Below is 2 unconnected molecules or ions with the total composition C12H13BF11N2O2, with properties calculated with ωB97M-V with the def2-TZVPD basis set.

For the HOMO energy, the calculation gives -13.9166 eV. The calculation puts the gap between HOMO and LUMO at 0.31744 Ha.

The geometry in ORCA input format:
```
! wB97M-V def2-TZVPD RIJCOSX def2/J DEFGRID3
* xyz 1 1
H 0.01 4.03 2.53
F -0.03 -2.25 1.52
B 0.29 1.33 1.41
H -0.16 -5.96 -2.50
C -0.35 -3.47 1.00
F -1.98 -2.43 -1.64
H -0.11 2.11 -1.18
H 3.69 3.91 -0.47
F -1.65 -3.44 0.70
C 0.50 -3.74 -0.24
F -3.68 -3.28 -2.70
C 2.26 2.79 0.35
C 1.37 6.31 2.32
O 0.78 0.44 2.33
H -1.75 2.72 -0.68
F -2.30 -5.54 -3.29
H -1.58 1.14 -1.49
C -1.11 1.84 -0.78
H 2.61 1.91 -0.19
O 0.18 -4.95 -0.82
N 2.90 3.92 0.18
H 0.21 -4.30 -2.81
F 0.43 -2.74 -1.15
N 2.69 5.09 0.74
C 1.13 2.69 1.19
F 1.21 5.98 3.62
C 0.84 3.91 1.84
H -1.85 1.54 1.25
F 2.32 7.19 2.21
C -2.33 -3.32 -2.60
C -0.35 -4.95 -2.14
C -1.05 1.11 0.61
C -1.87 -4.74 -2.27
F 0.19 6.80 1.94
H 0.89 -0.45 1.96
F 1.80 -3.82 0.13
C 1.68 5.00 1.56
H -0.18 -4.23 1.76
F -2.48 -5.19 -1.15
H -1.25 0.03 0.52
H -1.92 -2.98 -3.56
*
```

Results of the natural (NBO) charge analysis, in e, for atoms 1 through 8: 0.276 -0.357 1.017 0.240 0.502 -0.334 0.181 0.443

Below is a gas-phase ion, C12H13BrClINO5 (charge +1), with properties calculated with ωB97M-V with the def2-TZVPD basis set.

For the HOMO energy, the calculation gives -12.8871 eV. The calculation puts the gap between HOMO and LUMO at 0.30384 Ha.

The geometry in ORCA input format:
```
! wB97M-V def2-TZVPD RIJCOSX def2/J DEFGRID3
* xyz 1 1
H 3.27 -1.68 -2.73
C -0.34 1.44 1.07
O 2.48 2.20 -2.51
H 0.85 -1.40 -2.64
C -0.28 -0.43 -0.35
O -3.96 -0.51 0.13
Br -1.10 2.38 2.50
Cl 1.37 3.53 0.85
H 3.50 1.77 0.26
H -1.79 -0.19 2.50
N -0.83 0.24 0.70
C 0.82 0.07 -1.05
H -4.91 -0.50 0.28
H 4.03 -3.70 -0.50
H -2.07 -1.39 1.27
H -5.24 0.32 2.15
C 1.48 -0.65 -2.20
H -3.89 -0.14 3.17
H 1.67 0.08 -2.97
O 2.14 -2.16 0.24
H 3.55 -0.51 -1.47
C 2.52 1.91 -1.37
C 2.73 -2.33 -0.80
O 3.64 2.06 -0.65
C 2.84 -1.25 -1.83
I -1.12 -2.26 -0.94
C 1.34 1.31 -0.66
H -3.15 1.30 0.67
C -1.98 -0.32 1.44
O 3.30 -3.52 -1.10
C 0.75 2.00 0.40
C -3.33 0.31 1.09
C -4.18 0.51 2.35
H -4.11 1.53 2.71
*
```

Results of the natural (NBO) charge analysis, in e, for atoms 1 through 8: 0.257 0.142 -0.496 0.248 0.146 -0.716 0.217 0.119